100
Properties=species:S:1:pos:R:3:lowdin_charge:R:1 method="wB97M-V/def2-TZVPD" largest_force_ev_per_a=5.640 e_homo_ev=-9.247 lumo_energy_ev=0.592 smiles="CCOC(C)=O.CCOC(C)=O.Fc1ccccc1.Fc1ccccc1.Fc1ccccc1.Fc1ccccc1.Fc1ccccc1.Fc1ccccc1" total_energy_ha=-2604.33500 orbital_gap_ev=9.839
C -1.833 5.173 2.005 -0.068
C -0.582 5.899 1.610 -0.207
O 0.593 5.073 1.611 0.008
C 0.926 4.284 0.623 -0.552
C 2.144 3.414 0.978 0.042
O 0.310 4.185 -0.405 0.079
H -1.856 5.001 3.081 0.078
H -1.898 4.220 1.480 0.066
H -2.704 5.755 1.703 0.084
H -0.694 6.323 0.612 0.116
H -0.453 6.801 2.208 0.124
H 2.829 4.077 1.507 0.088
H 2.703 3.005 0.137 0.070
H 1.771 2.599 1.599 0.073
C -2.316 -3.520 2.684 -0.056
C -0.988 -4.123 3.115 -0.233
O -0.480 -4.782 2.006 -0.007
C 0.648 -5.420 2.144 -0.504
C 1.159 -5.882 0.773 0.026
O 1.447 -5.400 3.108 0.057
H -2.219 -2.625 2.069 0.062
H -2.914 -3.286 3.564 0.069
H -2.953 -4.254 2.189 0.083
H -0.372 -3.306 3.491 0.116
H -1.114 -4.866 3.903 0.133
H 2.228 -5.734 0.618 0.092
H 0.618 -5.197 0.119 0.056
H 0.854 -6.897 0.518 0.086
F -0.332 2.768 4.061 0.046
C 0.358 1.595 4.087 -0.235
C 0.147 0.651 3.067 -0.031
C 0.904 -0.516 2.997 -0.075
C 1.743 -0.815 4.064 -0.082
C 1.840 -0.006 5.205 -0.081
C 1.248 1.227 5.154 -0.025
H -0.552 0.970 2.307 0.092
H 0.737 -1.226 2.200 0.085
H 2.195 -1.795 4.039 0.101
H 2.391 -0.147 6.123 0.108
H 1.368 1.901 5.990 0.109
F -6.489 3.266 -2.964 0.051
C -5.217 3.048 -2.535 -0.269
C -4.773 1.733 -2.400 -0.010
C -3.537 1.533 -1.838 -0.090
C -2.695 2.581 -1.471 -0.098
C -3.180 3.861 -1.540 -0.082
C -4.447 4.063 -2.044 -0.029
H -5.406 0.938 -2.764 0.118
H -3.176 0.533 -1.647 0.103
H -1.708 2.353 -1.097 0.083
H -2.609 4.616 -1.020 0.098
H -4.893 5.035 -1.891 0.118
F -2.823 0.043 1.454 0.047
C -3.634 0.581 2.372 -0.290
C -3.957 -0.030 3.585 -0.001
C -4.884 0.614 4.468 -0.065
C -5.449 1.869 4.151 -0.086
C -5.092 2.491 2.939 -0.062
C -4.267 1.781 2.044 -0.013
H -3.540 -0.993 3.839 0.088
H -5.135 0.059 5.360 0.096
H -6.121 2.301 4.878 0.095
H -5.530 3.432 2.643 0.100
H -3.947 2.201 1.102 0.094
F 1.191 -3.716 -1.593 0.048
C 1.147 -2.373 -1.488 -0.245
C 0.313 -1.861 -0.506 -0.020
C 0.096 -0.512 -0.442 -0.098
C 0.783 0.362 -1.237 -0.093
C 1.719 -0.101 -2.104 -0.072
C 1.894 -1.474 -2.286 0.011
H -0.262 -2.499 0.148 0.109
H -0.641 -0.125 0.246 0.085
H 0.489 1.400 -1.266 0.090
H 2.210 0.568 -2.796 0.086
H 2.616 -1.816 -3.012 0.109
F 1.821 -9.320 -4.913 0.023
C 2.507 -8.111 -4.832 -0.255
C 3.868 -8.017 -4.935 -0.034
C 4.552 -6.813 -4.718 -0.075
C 3.801 -5.704 -4.355 -0.098
C 2.405 -5.763 -4.245 -0.063
C 1.767 -6.970 -4.585 -0.016
H 4.483 -8.902 -5.014 0.114
H 5.628 -6.860 -4.786 0.104
H 4.279 -4.769 -4.103 0.095
H 1.842 -4.892 -3.945 0.089
H 0.688 -7.018 -4.596 0.113
F 4.444 2.158 -5.801 0.079
C 4.193 2.775 -4.660 -0.299
C 2.878 2.796 -4.195 -0.035
C 2.537 3.538 -3.065 -0.078
C 3.524 4.243 -2.355 -0.087
C 4.861 4.240 -2.833 -0.068
C 5.191 3.549 -4.022 -0.005
H 2.210 2.138 -4.730 0.114
H 1.531 3.542 -2.672 0.090
H 3.283 4.807 -1.465 0.089
H 5.571 4.910 -2.372 0.096
H 6.188 3.553 -4.436 0.107

102
Properties=species:S:1:pos:R:3:mulliken_spin:R:1 method="wB97M-V/def2-TZVPD" e_above_lowest_ev=0.7799 spin_multiplicity=2 largest_force_ev_per_a=0.936 s2=0.76 e_homo_ev="-6.727 / -7.655" lumo_energy_ev="-0.372 / -0.699" total_energy_ha=-5280.24262 orbital_gap_ev="6.354 / 6.956"
Pb -0.728 -0.147 0.065 -0.032
C 1.163 2.057 2.127 0.002
O 0.767 2.023 0.760 0.000
C 0.513 3.204 0.131 0.000
C 0.816 4.448 0.651 0.001
C 0.471 5.583 -0.072 0.000
Br 0.950 7.283 0.624 0.000
C -0.223 5.515 -1.255 0.000
C -0.542 4.261 -1.794 0.000
C -0.109 3.100 -1.122 0.005
O -0.284 1.864 -1.619 -0.001
C -1.361 4.121 -2.992 0.000
N -1.755 2.949 -3.450 0.000
C -2.554 3.187 -4.543 0.000
C -3.223 2.292 -5.372 0.000
C -3.930 2.821 -6.433 0.000
C -3.978 4.202 -6.658 0.000
C -3.339 5.104 -5.827 0.000
C -2.627 4.573 -4.759 0.000
N -1.865 5.136 -3.754 0.000
H 0.488 2.675 2.722 0.000
H 2.189 2.417 2.228 0.001
H 1.097 1.030 2.478 -0.002
H 1.316 4.558 1.601 0.000
H -0.520 6.421 -1.763 0.000
H -0.894 1.956 -2.437 0.002
H -3.170 1.228 -5.180 0.000
H -4.455 2.164 -7.114 0.000
H -4.527 4.577 -7.512 0.000
H -3.389 6.168 -6.012 0.000
H -1.709 6.117 -3.610 0.000
C -5.828 -4.690 4.583 0.000
C -4.729 -3.743 4.186 0.000
C -5.009 -2.510 3.621 0.000
C -4.002 -1.658 3.175 0.001
C -4.376 -0.313 2.610 -0.002
C -2.673 -2.075 3.293 -0.003
C -2.365 -3.287 3.924 -0.002
C -0.926 -3.685 4.114 0.000
C -3.396 -4.101 4.365 0.000
C -1.612 -1.318 2.545 -0.001
O -1.418 -0.094 2.702 -0.001
O -1.007 -1.995 1.642 -0.003
H -6.806 -4.221 4.482 0.000
H -5.705 -5.029 5.612 0.000
H -5.810 -5.573 3.942 0.000
H -6.042 -2.197 3.512 0.000
H -5.432 -0.293 2.340 0.000
H -3.774 -0.044 1.744 0.002
H -4.195 0.463 3.356 0.000
H -0.347 -2.837 4.485 0.000
H -0.491 -3.976 3.157 -0.002
H -0.827 -4.509 4.818 0.000
H -3.159 -5.049 4.836 0.000
C 2.641 0.077 -1.503 0.037
C 1.965 -1.289 -1.506 -0.019
O 2.548 -2.247 -2.049 0.049
N 0.781 -1.385 -0.906 0.272
Te 0.211 -3.642 -0.904 0.564
C 0.488 -5.771 -1.522 0.169
C -0.614 -6.615 -1.304 -0.052
C -1.936 -6.103 -0.787 0.035
C -0.480 -7.978 -1.553 0.015
C 0.713 -8.525 -2.001 -0.006
C 0.832 -9.998 -2.291 0.001
C 1.806 -7.683 -2.148 0.013
C 1.720 -6.320 -1.885 -0.082
C 2.972 -5.486 -1.932 0.038
C -1.134 -3.205 -2.524 0.130
C -2.436 -2.761 -2.267 -0.038
C -3.086 -2.779 -0.906 -0.003
C -3.240 -2.342 -3.328 0.000
C -2.823 -2.422 -4.644 0.002
C -3.741 -2.040 -5.772 0.000
C -1.544 -2.907 -4.886 -0.003
C -0.686 -3.280 -3.860 -0.093
C 0.685 -3.774 -4.213 0.049
H 3.456 0.088 -2.222 -0.005
H 3.042 0.256 -0.504 -0.002
H 1.920 0.859 -1.737 -0.003
H -1.792 -5.517 0.123 -0.025
H -2.607 -6.930 -0.558 0.001
H -2.413 -5.461 -1.529 -0.005
H -1.331 -8.627 -1.378 0.003
H -0.093 -10.517 -2.044 0.000
H 1.644 -10.438 -1.711 0.000
H 1.045 -10.156 -3.350 0.000
H 2.762 -8.102 -2.448 -0.002
H 3.696 -5.905 -2.630 0.002
H 3.429 -5.483 -0.938 0.002
H 2.766 -4.452 -2.197 -0.006
H -2.399 -3.107 -0.131 0.007
H -3.939 -3.461 -0.917 0.003
H -3.470 -1.788 -0.647 0.003
H -4.237 -1.975 -3.101 0.000
H -4.615 -1.506 -5.399 0.000
H -4.096 -2.932 -6.290 0.000
H -3.224 -1.412 -6.499 0.000
H -1.200 -3.010 -5.910 0.000
H 0.888 -3.629 -5.274 0.001
H 0.778 -4.836 -3.981 -0.007
H 1.442 -3.243 -3.640 -0.010

114
Properties=species:S:1:pos:R:3:mulliken_spin:R:1 method="wB97M-V/def2-TZVPD" e_above_lowest_ev=0.8635 spin_multiplicity=2 largest_force_ev_per_a=1.406 s2=0.76 e_homo_ev="-12.699 / -12.699" lumo_energy_ev="-6.411 / -7.445" total_energy_ha=-11138.39684 total_charge=+2 orbital_gap_ev="6.288 / 5.254"
Ta 0.662 1.042 -0.354 0.082
O -2.756 -1.036 0.734 0.002
C -1.865 -0.239 0.751 0.005
O -0.929 -0.143 -0.201 -0.031
C -1.647 0.825 1.781 -0.010
C -2.395 1.068 2.918 0.001
C -2.023 2.146 3.719 0.000
C -0.935 2.935 3.362 0.001
C -0.247 2.605 2.207 -0.001
N -0.609 1.581 1.459 0.003
C 0.942 3.309 1.626 -0.001
O 1.431 4.307 2.045 0.000
O 1.354 2.661 0.513 0.000
H -3.237 0.434 3.157 0.000
H -2.584 2.373 4.615 0.000
H -0.619 3.785 3.951 0.000
Se -1.163 2.457 -1.520 0.005
P 0.486 3.499 -2.563 -0.001
Se 2.199 2.210 -2.224 0.001
C 0.653 5.154 -1.902 0.000
C -0.483 5.911 -1.615 0.000
C -0.338 7.213 -1.174 0.000
C 0.931 7.756 -1.013 0.000
C 2.060 7.000 -1.292 0.000
C 1.926 5.695 -1.738 0.000
C 0.061 3.534 -4.311 0.000
C 1.028 3.260 -5.273 0.000
C 0.695 3.331 -6.618 0.000
C -0.594 3.673 -6.998 0.000
C -1.558 3.952 -6.036 0.001
C -1.235 3.882 -4.692 -0.001
H -1.475 5.489 -1.726 0.000
H -1.214 7.806 -0.949 0.000
H 1.039 8.773 -0.662 0.000
H 3.045 7.423 -1.156 0.000
H 2.807 5.098 -1.939 0.000
H 2.033 2.981 -4.983 0.000
H 1.444 3.118 -7.368 0.000
H -0.849 3.727 -8.047 0.000
H -2.559 4.233 -6.336 0.000
H -1.991 4.105 -3.948 0.000
F 0.730 -0.384 -2.052 0.029
P 1.872 -1.689 -1.635 -0.007
F 2.605 -1.381 -2.981 0.000
F 2.919 -2.715 -1.128 0.000
F 0.870 -2.701 -2.307 0.000
F 1.044 -1.754 -0.246 -0.002
F 2.655 -0.360 -0.927 0.000
C 3.434 -2.148 6.716 0.000
C 2.212 -1.373 6.213 0.000
C 1.317 -1.012 7.410 0.000
C 2.698 -0.057 5.593 0.000
C 1.399 -2.224 5.185 0.000
O 0.203 -1.524 4.815 0.000
C 1.071 -3.637 5.725 0.000
C -0.271 -4.215 5.256 0.000
C -0.316 -4.547 3.787 0.000
C -1.055 -3.762 2.905 0.000
C -1.046 -4.010 1.541 0.001
C -0.292 -5.067 1.057 -0.001
Cl -0.272 -5.393 -0.651 0.000
C 0.437 -5.879 1.912 0.000
C 0.416 -5.613 3.272 0.000
C 2.121 -2.474 3.844 0.000
N 2.189 -1.332 2.935 0.000
C 1.189 -0.761 2.303 0.001
N 1.658 0.226 1.527 0.000
C 3.016 0.159 1.728 0.000
N 3.363 -0.766 2.569 0.000
H 4.009 -1.513 7.391 0.000
H 4.104 -2.432 5.904 0.000
H 3.164 -3.046 7.269 0.000
H 1.929 -0.563 8.192 0.000
H 0.813 -1.870 7.853 0.000
H 0.565 -0.264 7.146 0.000
H 3.044 0.607 6.386 0.000
H 1.896 0.457 5.058 0.000
H 3.536 -0.210 4.916 0.000
H -0.286 -1.329 5.622 0.000
H 1.085 -3.647 6.813 0.000
H 1.878 -4.307 5.416 0.000
H -1.078 -3.514 5.474 0.000
H -0.468 -5.112 5.847 0.000
H -1.644 -2.940 3.293 0.000
H -1.624 -3.398 0.863 -0.002
H 1.005 -6.709 1.518 0.000
H 0.987 -6.248 3.939 0.000
H 1.584 -3.250 3.300 0.000
H 3.144 -2.805 3.998 0.000
H 0.166 -1.060 2.449 0.000
H 3.723 0.824 1.260 0.000
C -2.493 -3.033 -3.188 0.045
As -2.279 -1.125 -2.996 0.659
C -4.047 -0.383 -3.240 0.047
C -1.141 -0.415 -4.460 0.060
C -1.785 -0.838 -5.736 0.017
C -1.473 -2.073 -6.307 0.045
C -2.066 -2.462 -7.496 -0.022
C -2.977 -1.622 -8.124 0.054
C -3.290 -0.389 -7.566 -0.023
C -2.698 0.001 -6.377 0.043
H -2.959 -3.213 -4.157 0.020
H -3.142 -3.385 -2.388 0.000
H -1.528 -3.528 -3.117 -0.008
H -4.413 -0.721 -4.210 0.023
H -4.009 0.703 -3.206 -0.002
H -4.700 -0.753 -2.451 -0.004
H -0.145 -0.821 -4.313 -0.013
H -1.125 0.665 -4.312 -0.030
H -0.752 -2.722 -5.824 0.003
H -1.812 -3.415 -7.939 0.000
H -3.437 -1.926 -9.054 0.002
H -3.989 0.268 -8.064 0.000
H -2.930 0.968 -5.946 0.009